Computed, not measured: one molecule with the formula C4H6ClNO2 in a non-equilibrium geometry, with wB97M-V/def2-TZVPD.

Positions of all 14 atoms, in Å:
C -1.2039 1.9383 0.6400
C -0.3820 1.0173 -0.2404
C 0.7375 0.2304 0.4610
Cl 2.3032 0.1596 -0.3538
C -0.1524 -1.0258 0.3234
O -0.1560 -2.1530 0.7239
N -1.0168 -0.3036 -0.4892
O -2.3669 -0.5005 -0.6127
H -0.6491 2.8524 0.8424
H -1.4442 1.4461 1.6063
H -2.1328 2.2053 0.1561
H -0.0630 1.5072 -1.1874
H 0.9177 0.5057 1.5305
H -2.4774 -0.8378 -1.5026

Cartesian forces (eV/Å) of the 2 atoms listed first:
0.3 -0.4 0.6
-0.2 0.2 -0.7

total energy = -22350.97533 eV
Kohn-Sham gap = 10.5 eV